90
Properties=species:S:1:pos:R:3:forces:R:3:mulliken_charge:R:1 method="wB97M-V/def2-TZVPD" total_charge=-2 total_energy_ha=-2713.27700 spin_multiplicity=1
H -4.386 5.331 -0.221 0.003 0.005 0.002 0.39
N 2.702 -3.208 1.139 0.097 0.028 -0.009 0.00
H -5.161 3.780 0.100 0.023 0.006 -0.007 0.15
H -1.038 1.231 4.872 -0.004 0.004 0.011 0.38
H -2.625 -2.575 -2.420 -0.018 -0.012 -0.014 0.39
H 4.727 1.645 -2.994 0.015 -0.014 0.026 0.27
C 0.848 3.840 1.467 -0.001 0.113 -0.161 -0.46
H 1.481 4.757 1.407 -0.013 -0.008 0.000 0.09
H -5.694 1.661 1.047 0.024 -0.002 0.017 0.17
Cs 0.925 0.376 -0.109 0.354 -0.158 0.517 1.30
H -1.072 -0.771 2.205 0.003 0.037 0.055 0.42
H -5.885 2.006 -1.321 -0.005 -0.016 0.003 0.16
C -5.442 1.094 -1.726 -0.026 -0.001 0.006 -1.01
C -4.896 1.516 1.779 -0.040 0.017 -0.025 -1.27
O -0.673 -1.056 -1.814 -0.080 -0.102 -0.212 -0.33
H -2.204 -2.154 -6.683 0.011 0.009 0.001 0.35
H 6.404 0.743 -1.532 0.028 -0.016 -0.010 0.36
C 0.881 0.039 -4.134 0.054 0.068 0.106 -0.50
C -1.986 -4.009 1.892 0.010 0.080 0.009 -0.82
H -4.056 -0.261 0.855 -0.001 0.016 -0.027 0.44
H 0.934 -7.374 0.741 0.004 0.002 0.002 0.35
C 5.055 0.191 0.025 -0.050 -0.094 0.119 0.48
C -2.984 3.680 0.036 0.037 -0.056 0.016 -0.89
H -0.220 2.821 6.581 -0.008 -0.018 -0.001 0.38
C 0.991 4.344 3.826 -0.077 -0.110 0.036 -0.90
C 0.720 4.116 5.146 0.042 0.056 -0.071 0.18
H -3.398 -3.103 -4.706 0.002 0.000 0.023 0.35
C -2.114 -2.173 -3.288 0.044 0.059 0.051 -0.59
C 4.110 1.303 -0.167 0.303 0.142 -0.139 -0.58
H 3.795 1.791 0.758 -0.049 -0.053 0.039 0.49
Sb -2.544 1.591 -0.397 -0.144 0.066 -0.003 0.17
C -4.321 4.254 -0.413 -0.048 0.002 -0.024 -1.05
H -5.333 1.008 2.645 -0.011 0.008 0.005 0.42
C 6.885 -1.812 0.626 -0.021 -0.053 0.076 -0.40
H 3.016 1.195 -4.482 -0.071 0.005 -0.001 0.47
H 7.605 -2.591 0.863 -0.007 0.000 0.009 0.33
H 2.313 2.335 -3.311 0.017 -0.001 -0.021 0.14
Cl 1.290 5.224 6.382 0.041 0.075 0.068 -0.30
C -0.983 -1.320 -3.003 -0.153 -0.128 -0.094 -0.06
C -0.715 -4.536 1.567 0.018 0.051 0.004 1.36
C 3.876 1.147 -2.512 -0.018 -0.070 -0.149 -0.53
C -0.988 -1.842 2.041 0.060 0.032 -0.024 -0.37
H 2.653 -2.247 1.475 -0.045 -0.017 -0.005 0.08
O -0.659 1.456 2.335 -0.159 -0.030 -0.041 -0.12
H -2.844 3.783 1.115 0.000 0.015 0.007 0.35
H 4.129 0.085 -2.409 0.016 0.011 -0.022 0.35
H -4.473 4.106 -1.485 -0.017 0.010 0.001 0.26
H -2.986 0.549 1.989 0.023 0.014 -0.010 0.13
H 2.829 -5.808 0.659 0.001 -0.003 -0.001 0.35
H -2.839 -4.678 1.937 0.005 -0.009 -0.005 0.35
N 3.620 1.786 -1.238 -0.020 0.055 0.074 -0.39
C -2.534 -2.460 -4.559 -0.012 -0.007 0.004 -0.32
C -0.772 -1.127 -5.452 0.012 0.011 0.064 -0.53
C -3.728 0.722 1.208 0.035 -0.064 -0.006 -0.37
C -2.125 -2.673 2.129 -0.040 -0.059 -0.024 -0.61
H 8.045 -1.055 -1.031 -0.012 0.012 -0.010 0.37
C 2.675 1.308 -3.439 0.161 0.112 -0.030 -0.93
H 3.625 -3.538 0.920 0.001 0.001 0.002 0.19
C 4.753 -0.698 1.117 0.001 0.000 -0.103 0.09
C 0.360 -3.619 1.517 -0.056 -0.111 0.010 0.22
C -0.294 -0.811 -4.170 -0.165 -0.123 -0.048 0.68
H 1.156 0.415 -5.137 0.074 -0.044 0.003 0.02
H -3.088 -2.237 2.363 0.005 0.012 0.002 0.49
C -0.476 2.112 4.586 0.000 -0.001 -0.018 -0.45
C 6.215 0.044 -0.724 -0.015 0.006 0.016 0.09
C 0.759 -6.328 0.967 -0.128 -0.047 0.012 -0.61
H -3.812 2.096 -2.739 0.025 0.011 0.010 0.46
C 5.746 -1.694 1.393 0.001 0.017 -0.010 -0.59
C -3.960 1.274 -2.032 0.044 0.003 0.041 -0.65
C -1.868 -1.933 -5.677 0.011 0.008 -0.074 -0.73
N 0.206 -2.296 1.754 -0.014 0.024 0.011 -0.16
O 3.659 -0.608 1.752 -0.077 0.013 0.036 -0.98
H -5.605 0.300 -0.994 0.008 0.003 0.001 0.22
C 7.141 -0.953 -0.443 0.063 0.052 -0.096 -0.80
C -0.021 2.987 5.529 -0.024 -0.042 -0.023 -0.63
C -0.232 2.287 3.170 0.010 0.065 0.037 -0.27
H 5.566 -2.358 2.233 -0.006 0.000 0.001 0.51
H 1.569 5.213 3.530 0.005 0.012 0.005 0.30
C 1.683 -4.087 1.190 -0.055 -0.087 -0.004 0.24
C 1.842 -5.441 0.919 0.092 0.148 0.006 -0.83
C -0.503 -5.907 1.289 0.054 -0.087 -0.023 -0.98
H -1.339 -6.595 1.322 -0.001 0.002 -0.001 0.34
H -3.565 0.382 -2.526 -0.018 0.003 -0.012 0.23
H -2.159 4.229 -0.423 0.007 -0.005 0.005 0.51
H -0.238 -0.709 -6.301 -0.003 -0.002 -0.013 0.26
C 0.528 3.469 2.827 -0.015 -0.038 0.141 1.41
N 1.591 0.392 -3.137 -0.075 0.041 -0.172 0.23
O 0.507 3.301 0.430 -0.032 0.142 0.043 -0.41
H -4.574 2.504 2.115 -0.001 0.001 0.005 0.27
H -6.006 0.825 -2.626 -0.007 0.002 0.004 0.41

=====

21
Properties=species:S:1:pos:R:3:forces:R:3:mulliken_charge:R:1 method="wB97M-V/def2-TZVPD" total_charge=0 total_energy_ha=-535.03775 smiles=O.O.O.O.O.O.O spin_multiplicity=1
O -0.002 0.242 1.040 -0.586 0.232 0.693 -0.62
H 2.964 -1.366 1.239 0.010 0.167 0.414 0.32
O -0.862 -1.977 -0.059 -1.293 0.381 -0.910 -0.68
H 2.446 -0.445 0.218 -0.226 0.247 -0.994 0.31
O 2.005 3.101 -2.111 -0.797 1.383 -1.326 -0.63
O 2.672 -0.450 1.137 0.475 -0.448 0.542 -0.64
H -1.816 -1.764 -0.178 0.720 -0.485 -0.184 0.39
H -0.737 1.708 -1.666 -0.281 0.412 -0.009 0.31
H -0.145 -2.816 2.468 0.710 -0.053 -0.210 0.29
O -2.858 0.140 -0.079 -1.589 -0.411 0.585 -0.65
H 0.874 0.369 1.390 0.662 -0.367 0.861 0.27
H -2.042 0.463 0.250 1.257 0.523 0.607 0.32
H 1.580 2.451 -1.541 -0.433 0.329 -0.310 0.39
H -2.781 0.063 -1.013 0.126 -0.015 -1.144 0.32
H 0.197 0.555 -1.939 0.121 -0.027 0.196 0.36
H 0.042 0.757 0.236 -0.192 0.293 -0.646 0.39
H 1.301 3.605 -2.640 1.464 -1.413 1.481 0.29
H -1.219 -2.075 1.620 0.347 -1.268 1.075 0.38
O -1.069 -2.619 2.422 -1.267 0.466 0.579 -0.66
O 0.050 1.286 -1.320 -0.089 -0.342 -0.790 -0.79
H -0.609 -1.233 0.516 0.860 0.397 -0.511 0.33

=====

100
Properties=species:S:1:pos:R:3:forces:R:3:mulliken_charge:R:1 method="wB97M-V/def2-TZVPD" total_charge=+1 total_energy_ha=-3588.92729 spin_multiplicity=2
H -1.548 -0.814 -1.947 1.558 0.097 1.449 -0.33
H 0.967 4.286 -5.677 1.941 1.066 1.707 0.26
C -4.554 -0.523 -5.204 -6.590 -2.364 0.795 0.52
H -1.679 1.846 -4.371 0.042 -0.748 1.508 0.31
C 1.235 -0.276 -2.531 0.582 -1.256 -1.135 -0.31
H 0.246 -1.710 8.857 0.114 -0.033 -0.109 0.38
H 1.630 0.274 9.444 0.169 -0.113 -0.141 0.42
H 4.162 -3.572 6.250 -0.187 0.053 -0.031 0.42
H -0.697 5.520 -1.562 -1.662 -0.873 1.199 0.21
H 0.868 -3.037 7.859 -0.042 0.060 -0.071 0.44
C -1.273 2.160 -2.284 -3.458 2.044 -3.275 -0.96
N -1.599 1.300 -3.478 0.128 0.370 0.554 -0.07
H -3.779 -4.232 1.127 2.641 0.910 -0.183 0.33
H -3.583 -1.854 -6.844 1.512 -0.932 1.822 0.36
C 2.628 -2.387 5.316 0.378 0.216 0.059 -1.22
H 1.831 -1.006 -4.659 -1.942 0.642 1.529 0.35
N -0.051 1.825 -1.478 -0.604 -0.689 2.202 0.74
H 0.279 0.580 0.399 -1.601 0.570 -2.150 0.20
C 2.233 -1.273 8.004 -0.322 -0.671 1.856 1.59
C -4.237 4.575 -1.997 8.675 1.974 4.279 -0.44
Cl 3.081 0.116 0.231 -0.397 0.400 -1.407 -0.17
H -1.599 6.087 0.003 0.290 -2.134 -1.669 0.35
H -2.023 3.153 0.205 2.001 1.167 -0.387 0.29
C 1.506 2.028 -3.664 1.331 3.372 -0.364 -0.20
C -0.228 -2.781 -5.581 0.008 0.662 0.676 -0.76
Cl -3.302 -2.979 -1.560 1.784 0.544 2.289 -0.15
H -3.439 1.185 -6.429 -1.885 -0.610 1.315 0.21
H -0.626 -3.906 -5.571 1.129 2.462 -0.103 0.33
C -0.528 0.756 -0.464 -0.213 -3.020 1.699 -0.81
H 2.760 -0.907 10.110 -0.111 -0.126 -0.352 0.39
C 0.843 -0.803 -4.016 -0.101 -1.727 -1.621 -0.72
C 0.083 -2.297 -4.015 -0.952 0.202 -0.471 0.12
H -2.300 2.101 -1.671 3.012 0.637 -0.641 0.31
C 2.085 3.699 -3.500 -1.099 1.587 -2.777 -0.16
C -1.361 -1.873 -6.339 -0.376 -0.576 -0.541 -0.27
H 0.936 3.826 -1.008 -1.312 -1.752 0.345 0.32
C 0.246 3.014 -0.536 0.483 2.432 2.349 -0.28
C 3.220 -3.087 6.534 -0.103 -0.282 0.166 -0.62
O -3.408 -1.348 -4.778 -1.673 1.483 -1.839 -0.22
C 2.516 -0.330 9.210 0.061 0.373 -0.535 -1.72
H -1.948 -4.824 1.093 -1.361 1.924 0.117 0.27
H 0.808 2.666 0.461 -1.094 0.224 -2.656 0.41
H 4.338 -1.473 7.423 -0.272 0.133 -0.015 0.35
Cl -0.213 -1.859 1.747 -1.470 0.353 -3.083 -0.31
H 1.081 -1.121 3.412 0.260 0.066 0.755 -0.31
O 0.611 -1.139 -1.543 -0.855 1.490 -0.363 -0.23
H -2.505 -3.444 2.277 -0.038 -0.526 -2.277 0.27
C -2.641 -3.880 1.201 -0.402 -0.043 -0.517 -0.95
C -1.477 5.180 -0.763 -1.995 0.218 0.345 -0.22
H 0.721 -3.109 -3.461 -1.248 1.660 -1.059 0.34
H 3.475 -1.905 4.808 -0.291 0.193 0.067 0.43
H -2.447 0.701 -3.338 1.204 0.923 -0.288 0.02
H 4.204 0.673 -2.706 0.459 1.237 0.435 0.37
H -0.790 4.197 1.149 -0.272 -1.158 -2.466 0.36
N 1.749 -0.504 6.803 4.394 2.022 -1.441 0.24
C -1.146 -1.794 0.104 -3.464 -2.724 -1.092 -0.52
H -0.629 -1.343 5.052 0.277 -0.059 -0.147 0.42
C 3.488 -2.117 7.680 0.053 0.155 -0.347 -1.16
H 2.262 -3.148 4.615 -0.156 0.281 0.073 0.31
O -5.812 -1.001 -5.034 8.527 2.949 -0.958 -0.53
H 3.189 3.890 -2.932 -3.493 -0.340 -1.566 0.31
P 2.813 1.653 -1.210 1.970 1.957 0.645 0.21
H -4.558 1.853 -5.043 0.210 -2.112 -1.436 0.18
H 0.044 -2.951 5.356 0.032 0.045 -0.010 0.32
O 0.976 4.800 -3.420 3.779 -2.386 -2.520 -0.34
C 1.150 -2.250 8.554 -0.024 0.021 -0.032 -1.91
C 1.729 4.701 -4.880 -0.188 -1.971 4.557 -0.47
C -2.913 -2.192 -5.916 -0.514 0.344 -2.248 -0.54
H -0.996 -2.225 -3.511 2.467 -0.125 -0.817 -0.20
C 1.521 -1.312 5.565 -1.302 -0.551 -1.272 1.81
H 0.777 -2.654 -6.168 -1.913 -0.614 0.920 0.32
C 1.172 1.351 -2.251 1.793 -2.844 -1.868 0.18
H -5.249 4.156 -2.466 2.795 1.378 1.453 0.34
C -0.728 -0.735 -1.124 0.484 -0.139 1.913 1.43
C -4.454 0.994 -5.855 0.635 0.389 -0.560 -0.68
O 4.209 1.573 -2.263 -3.144 -2.313 0.666 -0.47
H 3.806 -2.687 8.563 -0.268 0.233 -0.025 0.40
H 2.436 1.499 -4.190 -2.263 0.948 1.346 0.48
C 1.452 -0.486 4.229 0.677 0.378 0.668 -0.99
H 3.356 0.350 9.036 -0.193 -0.105 -0.183 0.37
H -1.212 -0.715 -6.264 -0.122 -2.149 0.042 0.10
C -3.005 4.941 -1.377 -7.681 -2.855 -4.723 -0.14
C -1.060 3.799 0.053 -0.405 1.131 0.881 -0.61
H 0.174 -0.138 -4.687 1.171 -0.809 1.603 -0.05
H 2.434 -0.116 3.910 -0.162 -0.006 0.256 0.36
H 0.776 0.371 4.314 0.047 -0.120 0.124 0.58
H 0.657 2.187 -4.438 1.304 -0.791 1.670 0.12
C 0.083 -1.904 5.666 -0.344 -0.127 0.375 -1.72
O 2.705 0.483 6.507 -2.836 -2.259 0.960 -0.50
H -3.155 -3.338 -5.763 0.636 2.439 0.157 0.22
H 2.539 5.528 -5.051 -2.125 -1.585 0.237 0.30
H -5.310 1.194 -6.661 1.748 -0.921 2.062 0.32
H -1.092 3.256 -2.725 -0.427 -2.310 1.350 0.33
H 2.397 -0.566 -2.452 -2.545 0.636 0.055 0.08
H -1.275 -2.136 -7.500 -0.294 0.539 2.504 0.34
C -2.257 -2.800 -0.010 2.644 1.894 1.333 0.24
H -1.528 1.039 0.066 1.956 -0.009 -1.274 0.23
H 1.525 -2.773 9.449 0.082 0.389 -0.320 0.40
H -0.356 -1.835 6.664 0.305 -0.115 -0.084 0.38
H 2.558 -3.898 6.858 0.047 0.103 0.083 0.30